Computed, not measured: a 2-piece molecular cluster, C5H8ClFO2S overall, with wB97M-V/def2-TZVPD.

The geometry in XYZ format:
```
18
Properties=species:S:1:pos:R:3:forces:R:3
C 0.8532 0.8999 1.2261 0.281 0.253 1.762
C -0.4988 -2.0808 -1.9209 -1.040 1.185 -3.073
C -0.5689 2.0189 2.8172 1.186 -1.718 1.134
C -0.2916 -0.6102 -2.3748 -0.684 0.309 -0.538
C 0.9311 -0.3520 0.4450 -3.454 0.409 -1.270
O 1.6321 1.8103 1.1327 -0.426 0.039 -0.298
O -0.1241 0.7753 2.1244 -0.899 0.962 0.455
F 0.4239 -1.4665 1.0311 0.904 0.955 -0.517
S -0.8497 0.4634 -1.0711 1.813 -0.299 1.537
Cl 2.2750 -0.5052 -0.4998 1.072 -0.744 -0.565
H -0.4099 -2.1981 -0.8553 -0.073 -0.398 -0.048
H -1.5139 -2.3415 -2.3973 1.464 -0.181 1.375
H 0.2776 -2.5092 -2.5391 0.148 -1.370 0.411
H -0.4707 2.7860 2.1002 -0.087 1.118 -0.568
H 0.1428 2.2032 3.6918 -1.155 -0.215 -1.151
H -1.6186 1.8476 3.1373 0.916 0.035 -0.236
H -0.9025 -0.3902 -3.2906 0.143 -0.118 0.876
H 0.7130 -0.3509 -2.7570 -0.110 -0.222 0.714
```
Positions in Å, forces in eV/Å.

The frontier orbital gap comes out at 7.797 eV.

=====

Computed, not measured: a 2-piece molecular cluster, C5H8ClI overall, with wB97M-V/def2-TZVPD.

The geometry in XYZ format:
```
15
Properties=species:S:1:pos:R:3:forces:R:3
C 0.4360 -0.7305 1.4455 0.330 -0.549 -2.626
C 0.2267 -0.2898 -0.0842 1.656 0.957 0.076
C 1.3702 -1.0886 0.3312 0.604 0.409 1.544
C 0.2488 1.2387 -0.2923 0.173 -1.847 -2.708
C -0.7062 -1.0527 -0.9389 -0.826 1.566 0.458
Cl 1.7207 -2.7236 -0.0183 0.101 0.796 -0.036
I 4.4926 0.2407 -0.0626 -1.524 -0.496 0.235
H 0.4754 0.0564 2.1417 0.552 0.914 0.521
H -0.2331 -1.5215 1.6742 -0.183 -0.883 0.763
H -0.7569 1.5063 -0.2692 -1.991 0.581 0.010
H 0.6096 1.5763 -1.3070 -0.024 -0.754 1.029
H 0.6937 1.7947 0.4412 1.651 1.039 1.896
H -0.3223 -1.9097 -1.3445 1.081 -2.082 -1.009
H -1.1179 -0.4659 -1.7039 -0.206 1.016 -1.343
H -1.5573 -1.3067 -0.3873 -1.393 -0.667 1.191
```
Positions in Å, forces in eV/Å.

The frontier orbital gap (spin up / spin down) comes out at 5.692 / 5.687 eV.

=====

Computed, not measured: a single C5H8ClIO3S molecule, with wB97M-V/def2-TZVPD.

The geometry in XYZ format:
```
19
Properties=species:S:1:pos:R:3:forces:R:3
C 1.8827 0.4283 0.3145 0.013 1.145 0.461
C 2.0250 1.8535 0.8686 4.294 -0.977 -1.291
C -3.0406 -0.9709 -0.7442 1.472 -2.892 -2.459
C -1.9784 -1.0751 0.3575 -0.305 2.110 -0.711
C 2.7653 -0.3780 -0.2841 0.698 -0.177 0.502
O 0.6509 -0.0153 0.7545 -2.125 -1.232 0.845
O -0.1324 -0.2558 -1.4226 -1.009 -0.045 -0.965
O -1.3691 1.4293 -0.0388 1.096 -1.337 0.189
S -0.7251 0.1321 -0.1825 1.009 1.347 -0.304
Cl 2.4371 -2.0615 -0.5695 0.007 0.607 -0.053
I 4.8747 0.1368 -0.5020 -1.607 -0.105 0.095
H 2.5558 2.4778 0.0275 -1.046 -0.758 1.951
H 1.0354 2.1534 1.0858 -0.631 0.824 0.415
H 2.7459 1.7370 1.8063 -1.664 0.730 -1.831
H -3.6353 -0.1508 -0.5862 -1.238 2.196 0.206
H -2.4350 -0.8530 -1.7675 -1.836 -0.492 1.975
H -3.7837 -1.8687 -0.7787 1.757 1.290 0.067
H -1.4902 -1.9813 0.3671 0.931 -2.136 0.330
H -2.3831 -0.7379 1.2944 0.184 -0.097 0.579
```
Positions in Å, forces in eV/Å.

The SMILES is CCS(=O)(=O)O/C(C)=C(\Cl)I. The frontier orbital gap comes out at 9.073 eV.

=====

Computed, not measured: a 2-piece molecular cluster, C5H8ClNO3 overall, with wB97M-V/def2-TZVPD.

The geometry in XYZ format:
```
18
Properties=species:S:1:pos:R:3:forces:R:3
C 2.8504 -0.0359 -0.6133 0.907 -0.009 -0.300
C 1.6144 -0.1124 0.1975 -1.488 -1.043 -0.646
C 0.7628 -1.1765 0.0769 0.394 -0.248 0.050
C -0.7183 -0.8422 0.2052 1.081 0.455 1.204
O -0.5418 0.4541 -0.2460 -3.114 -0.975 -1.849
O -5.4301 -0.3489 0.4407 0.642 2.006 -2.041
N -5.2772 0.3867 -0.5262 -2.066 -2.638 -0.832
O -5.7429 0.2890 -1.6626 1.438 0.635 2.871
C 1.0992 1.1049 0.9260 2.581 -0.207 1.742
Cl 0.9554 2.5641 -0.0692 -0.332 0.597 -0.091
H 3.4474 0.8374 -0.3585 0.122 -0.025 0.072
H 3.4927 -0.9284 -0.5956 -0.290 0.127 0.229
H 2.5442 0.0809 -1.6651 0.107 0.094 0.317
H 1.0551 -2.1984 -0.1906 0.150 0.597 -0.500
H -1.4420 -1.4316 -0.4045 0.731 0.142 0.507
H -0.8881 -0.8543 1.3057 -0.962 -0.161 -0.455
H 0.3037 0.7583 1.5989 0.063 1.102 -0.331
H 1.9152 1.4534 1.5806 0.034 -0.450 0.053
```
Positions in Å, forces in eV/Å.

The frontier orbital gap (spin up / spin down) comes out at 8.177 / 6.816 eV.

=====

Computed, not measured: a single C5H8ClNS molecule, with wB97M-V/def2-TZVPD.

The geometry in XYZ format:
```
16
Properties=species:S:1:pos:R:3:forces:R:3
C 1.3345 -1.6072 -1.1054 0.497 -3.520 1.266
C 0.9383 -0.2918 -1.5044 -2.292 1.346 0.446
C 2.3493 0.0519 1.2037 0.044 -1.590 1.486
C -0.6167 1.4381 1.1389 0.790 -1.809 1.820
C -0.8581 0.2260 0.1235 1.238 3.358 -0.053
N 0.0755 0.4740 -0.9727 -0.920 0.696 -1.114
S 1.8270 -1.4372 0.8280 -0.355 0.074 -1.312
Cl 2.8961 1.1969 0.1904 0.518 1.112 -1.163
H 2.1792 -2.0771 -1.7391 -1.414 0.796 1.176
H 0.4143 -2.3312 -1.0589 1.794 1.119 -0.047
H 1.2927 0.0597 -2.4306 1.103 0.636 -1.027
H -0.8624 2.3483 0.6444 0.301 0.629 -0.748
H -1.2610 1.4741 2.0476 0.049 -0.695 -0.688
H 0.4129 1.4471 1.5882 -0.833 0.177 -0.755
H -0.7572 -0.7792 0.3878 -0.420 -1.440 1.493
H -1.8599 0.5403 -0.1674 -0.101 -0.890 -0.778
```
Positions in Å, forces in eV/Å.

The frontier orbital gap comes out at 8.128 eV.

=====

Computed, not measured: a single C5H8ClNS molecule, with wB97M-V/def2-TZVPD.

The geometry in XYZ format:
```
16
Properties=species:S:1:pos:R:3:forces:R:3
C 0.5450 -0.3666 -0.4399 1.414 -1.899 -0.560
C 0.3046 0.8921 -1.1233 -0.418 3.385 -2.829
C -0.3188 0.9657 1.1885 -0.021 -0.591 1.059
C -0.5431 -0.4286 0.5555 -1.243 0.276 1.123
C 0.0705 -1.7447 0.0774 -1.104 -0.614 -0.051
H 2.5205 0.9262 0.1286 0.089 1.808 0.149
H 1.2461 1.3420 -1.5271 -0.781 -0.696 0.058
H -0.4229 0.9602 -1.9716 0.297 -0.370 0.932
H -1.0707 2.3404 -0.1444 2.964 -1.599 0.014
H 0.5829 0.7931 1.7912 -0.251 0.722 0.174
H -1.1457 1.4496 1.7255 0.332 -0.801 0.420
H -0.6626 -2.4357 -0.4237 0.775 1.120 0.362
H 0.7821 -2.3428 0.6833 -0.198 0.876 -0.508
N -0.0882 1.8387 0.0311 -2.495 0.410 -0.921
S 2.3032 -0.3353 0.0505 -0.123 -2.093 0.660
Cl -2.2595 -0.3793 -0.1669 0.763 0.065 -0.081
```
Positions in Å, forces in eV/Å.

The SMILES is S[C@]12CNC[C@]1(Cl)C2. The frontier orbital gap comes out at 9.570 eV.

=====

Computed, not measured: an isolated ion of composition C5H8ClO2 and charge +1, with wB97M-V/def2-TZVPD.

The geometry in XYZ format:
```
16
Properties=species:S:1:pos:R:3:forces:R:3
C -0.8290 -0.6547 0.0521 -3.864 0.172 1.062
C -0.3345 1.4738 0.2524 -1.839 3.347 1.284
C 0.8801 0.6271 0.6358 -0.963 0.295 -3.157
C -1.6779 -1.8465 -0.1628 -2.421 -0.668 -2.030
C 1.9191 0.6652 -0.4731 0.339 -2.423 3.370
O -1.4019 0.5321 0.0287 1.207 -1.869 -0.597
O 0.3258 -0.7097 0.5108 0.753 -0.972 -0.047
Cl 3.2306 -0.4648 -0.0451 0.036 0.398 -0.168
H -0.8063 2.3399 0.9090 1.419 -2.213 -0.441
H -0.2558 2.0237 -0.6667 0.645 -0.087 -0.746
H 1.1853 0.6759 1.6062 1.236 0.532 2.513
H -1.2991 -2.5436 -0.9675 -0.079 0.848 0.964
H -2.7898 -1.6066 -0.4420 2.320 0.272 0.119
H -1.8831 -2.4320 0.7233 0.875 -0.075 0.587
H 2.2411 1.6033 -0.6266 1.567 3.350 -0.376
H 1.4954 0.3168 -1.3344 -1.230 -0.907 -2.338
```
Positions in Å, forces in eV/Å.

The frontier orbital gap comes out at 10.330 eV. The total charge is +1.

=====

Computed, not measured: a single C5H8ClOP molecule, with wB97M-V/def2-TZVPD.

The geometry in XYZ format:
```
16
Properties=species:S:1:pos:R:3:forces:R:3
C -0.4364 -1.0054 -0.6131 -0.631 -0.463 -1.412
C 0.7446 -1.4544 -0.1365 1.798 -1.305 0.629
C 1.6239 1.1325 0.6460 -0.557 0.218 -2.210
C -1.0950 0.1744 -0.2057 0.021 -0.425 0.396
C -2.2210 0.9108 -0.8499 -0.141 -0.245 -0.951
O 1.4233 -0.8673 2.4387 -0.308 -0.068 2.158
P 1.7348 -0.5478 1.0668 -1.332 -0.843 -1.794
Cl 3.4739 -1.2796 0.5007 1.805 -0.120 -0.296
H -0.8229 -1.6473 -1.4399 -0.199 0.861 0.506
H 1.2756 -2.4527 -0.3771 -1.499 1.634 0.047
H 1.3569 1.4342 -0.4238 0.625 -0.247 1.844
H 1.3997 1.7196 1.4990 0.000 1.026 0.396
H -0.9540 0.4933 0.8289 0.491 -0.072 -0.267
H -2.8255 0.2659 -1.5860 0.818 1.095 1.140
H -1.8872 1.8615 -1.3579 -0.174 -1.008 0.210
H -2.7908 1.2625 0.0097 -0.716 -0.039 -0.399
```
Positions in Å, forces in eV/Å.

The frontier orbital gap (spin up / spin down) comes out at 8.780 / 6.810 eV.

=====

Computed, not measured: a single C5H8ClPS molecule, with wB97M-V/def2-TZVPD.

The geometry in XYZ format:
```
16
Properties=species:S:1:pos:R:3:forces:R:3
C -0.1241 -0.6772 0.9983 2.953 -0.645 1.752
C 1.2094 -0.6135 0.8142 0.253 -0.066 -1.521
C -1.9657 0.8835 0.6655 -0.665 0.602 -0.637
C -1.0884 -0.0234 0.2113 -3.013 0.806 -2.867
C -1.0825 -0.4735 -1.3185 2.876 -1.390 3.153
P 2.2995 0.1738 -0.5215 -0.443 -0.081 0.484
S 4.1964 -0.7190 -0.0434 0.219 0.155 -0.920
Cl 2.6797 1.9239 0.4788 -0.273 0.797 0.148
H -0.4028 -1.2566 1.8971 -0.200 0.329 -0.572
H 1.8423 -1.2225 1.3914 0.498 -0.669 1.271
H -2.7849 1.3827 0.0327 1.536 -0.978 0.811
H -1.8996 1.2606 1.6874 -0.077 -0.241 -0.156
H 4.8924 -0.0585 -1.0702 -0.923 -0.667 0.971
H 0.0460 -0.2622 -1.5290 -2.343 -0.248 -0.780
H -1.8400 0.0570 -1.8171 -0.498 0.682 -1.101
H -1.2200 -1.6093 -1.3708 0.099 1.614 -0.035
```
Positions in Å, forces in eV/Å.

The SMILES is C=C(C)/C=C\P(S)Cl. The frontier orbital gap comes out at 9.414 eV.

=====

Computed, not measured: C5H8CuO3 as an isolated structure, with wB97M-V/def2-TZVPD.

The geometry in XYZ format:
```
17
Properties=species:S:1:pos:R:3:forces:R:3
H -2.0162 -1.2798 0.7243 1.274 -1.031 1.180
O -0.3546 -0.4361 1.6237 0.822 -0.179 0.079
C -1.4330 -1.3214 1.7190 -2.424 2.087 0.260
O -1.8807 -1.6064 2.7911 0.325 -0.877 -1.123
Cu -1.9957 0.3243 4.1624 0.773 0.125 -1.238
O -3.6044 1.2598 3.1236 -0.029 0.021 -1.032
C -4.5631 1.2551 2.3441 -0.697 -0.152 3.060
C -0.1183 0.3396 2.6712 -1.178 0.236 0.136
C 1.0314 1.2104 2.4174 0.352 -0.042 0.405
H 1.6549 0.9452 1.5527 -0.208 0.071 0.271
H 0.6456 2.2406 2.3233 -0.034 -0.246 -0.026
H 1.6024 1.2472 3.3619 0.002 0.002 -0.367
C -5.3236 2.4853 2.0048 0.434 0.271 -0.857
H -5.1138 0.2979 2.2438 0.496 0.035 -0.834
H -4.8202 3.3918 2.3572 -0.084 -0.278 -0.073
H -6.3302 2.4109 2.4447 0.297 -0.139 -0.097
H -5.4544 2.5305 0.9123 -0.121 0.095 0.258
```
Positions in Å, forces in eV/Å.

The frontier orbital gap comes out at 8.911 eV. The total charge is +1.

=====

Computed, not measured: a single C5H8F2N2O molecule, with wB97M-V/def2-TZVPD.

The geometry in XYZ format:
```
18
Properties=species:S:1:pos:R:3:forces:R:3
C -0.9543 1.0882 -0.2324 -1.068 -0.477 2.401
C -1.2047 -0.4096 -0.5265 -0.841 0.870 -2.118
C 0.4427 1.0884 0.0570 5.136 -1.133 1.158
C -2.0369 -1.0435 0.5462 0.700 1.956 1.355
C 2.3252 -0.8221 -0.1351 1.193 4.571 2.761
N 0.1344 -1.0564 -0.6377 -1.657 -0.755 -0.391
N 0.9786 -0.1551 -0.2079 -0.162 1.736 0.008
O 1.2189 2.1637 0.5593 -2.234 -2.651 1.105
F 2.7422 -0.7428 1.1621 -0.839 -0.824 0.219
F 3.3494 -0.1241 -0.7146 -1.300 -0.517 -1.204
H -1.0365 1.7664 -1.0273 -1.156 1.020 -1.324
H -1.5292 1.4206 0.6992 0.418 -0.100 -1.370
H -1.7752 -0.4366 -1.4781 0.662 -0.430 0.139
H -3.0230 -0.5650 0.7715 0.846 -0.288 -0.492
H -1.3445 -0.8398 1.3721 -0.651 -0.576 0.788
H -2.1158 -2.0698 0.3922 -0.288 -1.781 -0.147
H 2.1843 -1.8015 -0.4331 -0.077 -1.817 -1.014
H 1.6443 2.5388 -0.1669 1.318 1.197 -1.877
```
Positions in Å, forces in eV/Å.

The frontier orbital gap (spin up / spin down) comes out at 8.098 / 7.863 eV.

=====

Computed, not measured: a single C5H8F3NO2 molecule, with wB97M-V/def2-TZVPD.

The geometry in XYZ format:
```
19
Properties=species:S:1:pos:R:3:forces:R:3
C -1.4085 0.2454 0.8253 -1.621 -0.493 0.754
C -0.4890 -0.4887 -1.8616 -1.510 -3.548 2.168
C 1.0127 -1.2965 0.1383 -2.081 -1.331 -1.297
C -0.1964 0.9632 0.2365 0.600 -0.762 0.696
C 0.4539 -0.1563 -0.7428 0.044 1.707 2.382
N 0.6452 1.3872 1.4095 0.254 -0.706 -2.330
O -2.4618 0.0352 0.2932 0.501 0.375 -0.453
O -1.1672 -0.2767 2.0494 -0.845 0.196 -0.406
F 0.9621 -2.4995 -0.6238 0.360 0.541 0.349
F -0.5485 2.0549 -0.5159 -0.080 -0.334 0.079
F 1.5882 0.4969 -1.2134 0.334 0.246 -0.706
H -1.4042 0.0501 -1.8587 -0.537 0.804 0.218
H -0.8502 -1.6238 -1.7409 1.134 2.458 -0.651
H 0.0198 -0.2888 -2.7297 1.117 -0.047 -2.296
H 0.2817 -1.5231 0.9816 1.818 0.554 -0.559
H 2.0725 -1.0571 0.2281 -0.202 -0.218 1.045
H 0.3299 2.3234 1.6557 0.471 0.000 -0.103
H 1.6281 1.3681 1.0788 -0.812 0.544 0.568
H -0.4684 0.2859 2.3904 1.053 0.013 0.542
```
Positions in Å, forces in eV/Å.

The SMILES is C[C@](F)(CF)[C@@](N)(F)C(=O)O. The frontier orbital gap comes out at 11.244 eV.

=====

Let's list max |F| in order: 3.7; 3.3; 4.6; 3.8; 3.8; 4.4; 4.2; 2.4; 4.5; 3.2; 5.5; 4.4 eV Å⁻¹.
Let's list energy above the lowest of the compared OMol25 structures with the same formula, charge and spin in order: 0.0; 279.6; 0.0; 837.1; 399.5; 372.2; 0.0; 318.7; 127.1; 0.0; 302.9; 26.9 kJ/mol.